#i
Molecular formula: C5H5N3
Method: DFT, ωB97M-V with the def2-TZVPD basis set

The geometry in XYZ format:
```
13
Properties=species:S:1:pos:R:3:nbo_charge:R:1
N -1.678 0.873 -0.531 -0.152
N -0.015 0.443 2.143 -0.600
N -1.776 0.089 0.578 -0.167
C 0.563 0.090 -1.282 -0.221
C 0.894 -0.960 -0.440 -0.200
C 0.190 -1.315 0.588 -0.205
C -0.478 1.039 -1.265 -0.066
C -0.597 -0.299 1.206 0.342
H 0.458 -2.166 1.135 0.235
H 1.958 -1.433 -0.885 0.238
H 1.517 0.742 -1.745 0.222
H -0.728 0.948 2.524 0.334
H -0.306 1.950 -2.026 0.239
```

Properties
* structure (SMILES): [H]/N=c1/ccccnn1
* gap between HOMO and LUMO: 8.30 eV
* LUMO: -0.046 Ha
* highest occupied orbital energy: -9.54 eV



#ii
Molecular formula: C5H5N3
Method: DFT, ωB97M-V with the def2-TZVPD basis set

The geometry in XYZ format:
```
13
Properties=species:S:1:pos:R:3:nbo_charge:R:1
N -0.339 0.604 0.838 -0.237
N 2.138 -1.390 -0.608 -0.414
N -1.616 1.271 0.338 -0.302
C 0.167 -0.243 0.037 0.185
C -1.968 2.105 1.289 -0.069
C 1.743 -0.511 0.266 0.092
C 0.085 -0.932 -1.288 -0.285
C 1.132 -1.603 -1.593 -0.029
H 1.512 -2.341 -2.330 0.236
H -1.196 1.815 2.376 0.175
H 2.232 -0.320 1.152 0.197
H -2.874 2.780 1.369 0.218
H -1.016 -1.235 -1.846 0.235
```

Properties
* gap between HOMO and LUMO: 8.74 eV
* LUMO: -0.036 Ha
* highest occupied orbital energy: -9.71 eV



#iii
Molecular formula: C5H5N3
Method: DFT, ωB97M-V with the def2-TZVPD basis set

The geometry in XYZ format:
```
13
Properties=species:S:1:pos:R:3:nbo_charge:R:1
N 0.448 -0.637 0.286 -0.578
N 3.579 -0.083 0.703 -0.266
N -1.169 1.363 -2.032 -0.353
C -0.909 -0.908 0.402 0.079
C 2.482 0.215 0.635 0.239
C -2.021 -0.338 -0.323 -0.450
C 1.149 0.444 -0.102 -0.285
C -1.531 0.747 -1.178 0.232
H 0.849 -1.137 0.985 0.396
H 0.724 1.343 0.448 0.206
H -3.225 -0.296 -0.026 0.279
H -1.351 -1.409 1.322 0.227
H 0.974 0.696 -1.120 0.273
```

Properties
* structure (SMILES): N#C/C=C\NCC#N
* gap between HOMO and LUMO: 9.41 eV
* LUMO: 0.009 Ha
* highest occupied orbital energy: -9.17 eV



#iv
Molecular formula: C5H5N3
Method: DFT, ωB97M-V with the def2-TZVPD basis set

The geometry in XYZ format:
```
13
Properties=species:S:1:pos:R:3:nbo_charge:R:1
N 0.995 -1.770 -0.371 -0.253
N -1.868 2.532 0.584 -0.337
N 1.284 -0.748 -1.203 -0.382
C -0.428 -0.426 1.201 -0.475
C 0.715 0.427 -0.985 0.034
C 0.199 -1.789 0.608 0.062
C -0.198 0.527 -0.058 -0.232
C -1.026 1.711 0.106 0.265
H 0.046 0.170 2.131 0.237
H 2.021 -0.971 -1.793 0.406
H 0.148 -2.772 1.180 0.206
H 0.996 1.302 -1.442 0.228
H -1.663 -0.526 1.628 0.241
```

Properties
* structure (SMILES): N#CC1=CNN=CC1
* gap between HOMO and LUMO: 9.10 eV
* LUMO: 0.015 Ha
* highest occupied orbital energy: -8.68 eV



Least stable of them? #ii.



#i
Molecular formula: C5H5N3
Method: DFT, ωB97M-V with the def2-TZVPD basis set

The geometry in XYZ format:
```
13
Properties=species:S:1:pos:R:3:nbo_charge:R:1
N 0.115 -1.152 -0.239 -0.084
N 1.436 -1.135 0.169 -0.399
N 0.408 2.304 -0.052 -0.254
C -0.521 -0.042 -0.289 -0.083
C 2.425 -0.177 0.065 -0.460
C -1.934 -0.293 -0.194 -0.021
C -0.041 1.206 0.116 0.225
C -3.124 -0.321 0.296 -0.220
H -4.230 -0.623 0.334 0.265
H 2.429 0.347 -0.942 0.218
H 1.697 -1.983 0.044 0.361
H 2.168 0.588 0.990 0.216
H 3.396 -0.675 0.468 0.236
```

Properties
* structure (SMILES): C#C/C(C#N)=N/NC
* gap between HOMO and LUMO: 8.54 eV
* LUMO: -0.011 Ha
* highest occupied orbital energy: -8.85 eV



#ii
Molecular formula: C5H5N3
Method: DFT, ωB97M-V with the def2-TZVPD basis set

The geometry in XYZ format:
```
13
Properties=species:S:1:pos:R:3:nbo_charge:R:1
N -2.089 1.422 0.612 -0.196
N -0.910 1.563 -1.295 -0.426
N -1.274 0.486 0.634 -0.173
C 0.541 -0.379 -0.645 -0.032
C -1.912 2.088 -0.633 0.155
C 0.655 -1.327 0.446 -0.242
C 1.886 -1.632 0.880 -0.314
C -0.529 0.479 -0.564 0.138
H 1.414 -0.122 -1.353 0.238
H -2.321 3.048 -0.863 0.203
H 1.972 -2.451 1.723 0.210
H -0.227 -1.795 0.692 0.235
H 2.793 -1.381 0.368 0.203
```

Properties
* structure (SMILES): C=C/C=C1/N=CN=N1
* gap between HOMO and LUMO (spin up / spin down): 7.99 / 7.99 eV
* LUMO (spin up / spin down): -0.057 / -0.057 Ha
* highest occupied orbital energy (spin up / spin down): -9.54 / -9.54 eV



#iii
Molecular formula: C5H5N3
Method: DFT, ωB97M-V with the def2-TZVPD basis set

The geometry in XYZ format:
```
13
Properties=species:S:1:pos:R:3:nbo_charge:R:1
N 0.137 1.676 2.573 -0.522
N -0.327 2.235 -2.249 -0.305
N 0.538 -0.512 1.552 -0.703
C -0.341 1.297 -1.583 0.265
C -0.404 -1.218 -1.451 -0.614
C 0.498 1.100 1.561 0.429
C -0.233 0.128 -0.802 -0.202
C 0.026 0.242 0.509 0.187
H -0.654 -1.962 -0.697 0.226
H 0.508 -1.535 -1.962 0.226
H 0.206 0.934 3.339 0.388
H -1.198 -1.169 -2.193 0.234
H 1.244 -1.217 1.404 0.393
```

Properties
* structure (SMILES): [H]/N=C1/N/C1=C(\C)C#N
* gap between HOMO and LUMO: 8.43 eV
* LUMO: -0.025 Ha
* highest occupied orbital energy: -9.11 eV



Least stable of them? #i.



#i
Molecular formula: C6H11N3OS
Method: DFT, ωB97M-V with the def2-TZVPD basis set

The geometry in XYZ format:
```
22
Properties=species:S:1:pos:R:3:nbo_charge:R:1
S 0.766 2.349 -0.079 0.892
O 4.202 -0.076 -0.279 -0.534
N -0.793 2.168 -0.248 -0.801
N -0.288 -1.588 0.089 -0.169
N 0.995 -1.406 -0.125 -0.154
C -1.663 3.270 -0.279 -0.438
C -1.319 -0.661 0.485 -0.472
C 1.860 -0.412 -0.027 -0.068
C 3.283 -0.854 -0.258 0.422
C -0.839 -2.950 -0.131 -0.399
C 1.716 0.967 0.194 -0.533
H -1.682 -3.042 0.603 0.198
H -1.282 -3.191 -1.053 0.198
H 3.351 -1.952 -0.346 0.126
H -1.830 0.044 -0.253 0.239
H -0.990 -0.006 1.299 0.224
H -1.457 4.006 0.479 0.176
H -2.308 -1.121 0.713 0.215
H -0.162 -3.744 -0.042 0.218
H -1.561 3.839 -1.174 0.198
H -2.591 2.792 0.030 0.210
H 2.593 1.568 0.401 0.254
```

Properties
* gap between HOMO and LUMO (spin up / spin down): 7.17 / 7.00 eV
* LUMO (spin up / spin down): -0.016 / -0.015 Ha
* highest occupied orbital energy (spin up / spin down): -7.61 / -7.42 eV



#ii
Molecular formula: C6H11N3OS
Method: DFT, ωB97M-V with the def2-TZVPD basis set

The geometry in XYZ format:
```
22
Properties=species:S:1:pos:R:3:nbo_charge:R:1
S 0.203 1.666 -0.056 1.172
O 0.845 2.922 0.268 -0.965
N -4.333 1.315 -0.339 -0.259
N -2.385 0.087 -0.284 -0.512
N -4.215 0.508 0.832 -0.394
C 0.636 -1.004 0.374 -0.644
C -3.042 -0.156 0.788 0.195
C 1.402 0.216 0.008 -0.164
C -3.195 1.020 -0.958 0.138
C 1.177 0.765 -1.409 -0.563
C 2.611 0.592 0.885 -0.649
H 0.706 0.111 -1.973 0.210
H 2.145 1.431 1.549 0.240
H 2.048 1.273 -1.822 0.235
H -2.728 1.437 -1.780 0.205
H 0.456 -0.856 1.425 0.205
H 3.006 -0.236 1.560 0.230
H 3.401 1.123 0.256 0.229
H 1.115 -1.980 0.282 0.216
H -0.337 -1.015 -0.033 0.244
H -2.683 -0.872 1.521 0.208
H -4.843 0.659 1.604 0.420
```

Properties
* gap between HOMO and LUMO: 9.39 eV
* LUMO: 0.026 Ha
* highest occupied orbital energy: -8.68 eV



Least stable of them? #i.



#i
Molecular formula: C3H9NOS2
Method: DFT, ωB97M-V with the def2-TZVPD basis set

The geometry in XYZ format:
```
16
Properties=species:S:1:pos:R:3:nbo_charge:R:1
S -3.441 1.130 0.292 0.637
S -2.281 -1.406 -0.157 0.174
O 0.114 1.886 0.315 -0.521
N -2.371 0.190 -0.520 -1.096
C 0.890 1.359 -0.356 0.479
C 1.892 0.256 0.244 -0.491
C 1.248 -1.093 0.567 -0.599
H -3.174 -1.750 -1.177 0.067
H -3.012 2.443 -0.191 0.151
H 0.276 -0.835 1.027 0.215
H 2.311 0.717 1.104 0.219
H 1.205 -1.680 -0.266 0.211
H -4.475 1.109 -0.776 0.069
H 2.596 0.135 -0.692 0.188
H 1.016 1.561 -1.428 0.090
H 1.849 -1.575 1.333 0.209
```

Properties
* gap between HOMO and LUMO: 8.20 eV
* LUMO: 0.010 Ha
* highest occupied orbital energy: -7.93 eV



#ii
Molecular formula: C3H9NOS2
Method: DFT, ωB97M-V with the def2-TZVPD basis set

The geometry in XYZ format:
```
16
Properties=species:S:1:pos:R:3:nbo_charge:R:1
S -1.494 -0.781 -0.252 1.172
S -1.484 1.368 -0.223 -0.321
O -0.836 -1.322 0.937 -0.963
N 2.681 -0.620 -0.227 -0.818
C 2.558 0.661 0.209 0.030
C 1.757 1.078 1.175 -0.536
C -3.215 -0.896 0.273 -0.842
H -3.407 -1.176 1.317 0.268
H 2.239 -1.222 0.447 0.376
H 2.017 2.028 1.555 0.197
H 2.350 -0.808 -1.149 0.373
H 1.055 0.630 1.809 0.220
H 3.240 1.342 -0.282 0.181
H -3.640 0.063 -0.194 0.236
H -3.700 -1.693 -0.340 0.234
H -0.096 1.593 -0.065 0.192
```

Properties
* gap between HOMO and LUMO: 9.22 eV
* LUMO: 0.016 Ha
* highest occupied orbital energy: -8.78 eV



Least stable of them? #i.